A cluster of 6 separate species, C45H65ClF2N3O20Si in total, computed with ωB97M-V/def2-TZVPD.

Bonds (Å) are listed after each position.
Atoms and positions in Å:
1 C -3.0960 -0.5405 -1.7949  N2 1.490, H38 1.086, H39 1.085, H40 1.090
2 N -1.6452 -0.6474 -1.4740  C1 1.490, C3 1.334, C31 1.353
3 C -1.2380 -0.7002 -0.2049  N2 1.334, Cl4 1.717, C5 1.374
4 Cl -2.3302 -0.6629 1.1199  C3 1.717
5 C 0.1027 -0.7956 0.0781  C3 1.374, O6 1.361, C9 1.380
6 O 0.5048 -0.7992 1.3788  C5 1.361, N7 1.485
7 N 0.4637 0.6187 1.8186  O6 1.485, O8 1.142
8 O 0.3746 0.6763 2.9558  N7 1.142
9 C 1.0313 -0.8782 -0.9391  C5 1.380, C10 1.528, C16 1.400
10 C 2.4895 -1.0285 -0.5069  C9 1.528, O11 1.203, O12 1.366
11 O 3.4126 -0.3837 -0.9304  C10 1.203
12 O 2.6778 -2.0474 0.3836  C10 1.366, C13 1.440
13 C 3.6908 -1.7574 1.3657  O12 1.440, C14 1.534, H41 1.091, H42 1.094
14 C 3.4380 -0.4922 2.1962  C13 1.534, O15 1.213, H43 1.109
15 O 3.9977 0.5497 1.9245  C14 1.213
16 C 0.5896 -0.8254 -2.2671  C9 1.400, C17 1.524, C31 1.380
17 C 1.6403 -0.8619 -3.3698  C16 1.524, F18 1.361, F19 1.354, C20 1.547
18 F 2.6173 -1.7641 -3.0810  C17 1.361
19 F 1.1581 -1.2425 -4.5762  C17 1.354
20 C 2.3393 0.5046 -3.5645  C17 1.547, C21 1.553, H44 1.094, H45 1.087
21 C 1.3523 1.6996 -3.6598  C20 1.553, Si22 1.906, H46 1.086, H47 1.096
22 Si 1.5101 3.0798 -2.3551  C21 1.906, C23 1.916, C24 1.883, C25 1.882
23 C -0.2633 3.4317 -1.7209  Si22 1.916, H48 1.092, H49 1.104, H50 1.095
24 C 2.5240 2.6328 -0.8324  Si22 1.883, H51 1.096, H52 1.091, H53 1.096
25 C 2.1634 4.7121 -3.0258  Si22 1.882, C26 1.384, C30 1.380
26 C 1.4289 5.5347 -3.8625  C25 1.384, C27 1.373, H54 1.086
27 C 1.9752 6.7269 -4.2677  C26 1.373, C28 1.365, H55 1.086
28 C 3.2275 7.1048 -3.8775  C27 1.365, C29 1.374, H56 1.085
29 C 3.9674 6.3013 -3.0443  C28 1.374, C30 1.376, H57 1.083
30 C 3.4266 5.1052 -2.6324  C25 1.380, C29 1.376, H58 1.086
31 C -0.7654 -0.7099 -2.4999  N2 1.353, C16 1.380, C32 1.491
32 C -1.3494 -0.6701 -3.8713  C31 1.491, C33 1.377, C37 1.390
33 C -1.7469 0.4892 -4.4996  C32 1.377, C34 1.373, H59 1.089
34 C -2.2937 0.5181 -5.7585  C33 1.373, N35 1.329, H60 1.085
35 N -2.5011 -0.6005 -6.4446  C34 1.329, C36 1.319
36 C -2.1481 -1.7121 -5.8286  N35 1.319, C37 1.375, H61 1.090
37 C -1.5663 -1.8399 -4.5898  C32 1.390, C36 1.375, H62 1.083
38 H -3.2819 0.3141 -2.4385  C1 1.086
39 H -3.6943 -0.4068 -0.8998  C1 1.085
40 H -3.3715 -1.4732 -2.2869  C1 1.090
41 H 4.6868 -1.7096 0.9223  C13 1.091
42 H 3.6875 -2.6091 2.0527  C13 1.094
43 H 2.7144 -0.4840 3.0372  C14 1.109
44 H 2.8191 0.4130 -4.5439  C20 1.094
45 H 3.1441 0.6549 -2.8496  C20 1.087
46 H 0.3130 1.3863 -3.6626  C21 1.086
47 H 1.5191 2.1847 -4.6283  C21 1.096
48 H -0.7314 4.2728 -2.2376  C23 1.092
49 H -0.8899 2.5320 -1.8497  C23 1.104
50 H -0.2614 3.6264 -0.6428  C23 1.095
51 H 1.9840 1.8734 -0.2548  C24 1.096
52 H 2.7549 3.4814 -0.1864  C24 1.091
53 H 3.4771 2.1896 -1.1423  C24 1.096
54 H 0.4249 5.2540 -4.1655  C26 1.086
55 H 1.3592 7.3468 -4.9117  C27 1.086
56 H 3.6390 8.0435 -4.2326  C28 1.085
57 H 4.9562 6.5750 -2.6966  C29 1.083
58 H 4.0307 4.5078 -1.9567  C30 1.086
59 H -1.6329 1.4363 -3.9744  C33 1.089
60 H -2.5739 1.4575 -6.2224  C34 1.085
61 H -2.3394 -2.6401 -6.3667  C36 1.090
62 H -1.2918 -2.8045 -4.1797  C37 1.083
63 C 3.3276 -4.5119 -1.6898  C64 1.513, H70 1.091, H71 1.090, H72 1.091
64 C 3.4756 -5.6385 -2.6890  C63 1.513, O65 1.432, H73 1.089, H74 1.090
65 O 3.0963 -6.8947 -2.1156  C64 1.432, C66 1.333
66 C 1.7831 -7.1081 -2.0302  O65 1.333, O67 1.206, O68 1.329
67 O 0.9166 -6.3539 -2.3981  C66 1.206
68 O 1.5951 -8.2911 -1.4533  C66 1.329, C69 1.431
69 C 0.2239 -8.6237 -1.2166  O68 1.431, H75 1.088, H76 1.089, H77 1.086
70 H 3.8718 -4.7345 -0.7704  C63 1.091
71 H 3.7044 -3.5785 -2.1074  C63 1.090
72 H 2.2810 -4.3695 -1.4168  C63 1.091
73 H 4.5197 -5.7413 -2.9794  C64 1.089
74 H 2.9030 -5.4464 -3.5966  C64 1.090
75 H -0.3677 -8.5319 -2.1250  C69 1.088
76 H -0.1834 -7.9889 -0.4309  C69 1.089
77 H 0.1939 -9.6568 -0.8824  C69 1.086
78 C 0.6429 13.3251 -3.2635  C79 1.514, H85 1.091, H86 1.090, H87 1.090
79 C 0.9387 12.0909 -4.0886  C78 1.514, O80 1.437, H88 1.089, H89 1.090
80 O 0.6716 10.8884 -3.3494  C79 1.437, C81 1.332
81 C -0.6120 10.5450 -3.2629  O80 1.332, O82 1.202, O83 1.337
82 O -1.5406 11.1314 -3.7515  C81 1.202
83 O -0.6939 9.4379 -2.5186  C81 1.337, C84 1.427
84 C -2.0308 9.0048 -2.2688  O83 1.427, H90 1.088, H91 1.089, H92 1.087
85 H 1.1778 13.2863 -2.3135  C78 1.091
86 H 0.9405 14.2252 -3.8013  C78 1.090
87 H -0.4197 13.3981 -3.0336  C78 1.090
88 H 1.9980 12.0597 -4.3388  C79 1.089
89 H 0.3825 12.0918 -5.0261  C79 1.090
90 H -2.5934 8.9057 -3.1953  C84 1.088
91 H -2.5300 9.6995 -1.5946  C84 1.089
92 H -1.9663 8.0314 -1.7884  C84 1.087
93 C 0.6273 3.4934 4.4715  C94 1.515, H100 1.091, H101 1.091, H102 1.089
94 C -0.7818 3.4062 5.0202  C93 1.515, O95 1.430, H103 1.091, H104 1.090
95 O -0.7835 3.3061 6.4466  C94 1.430, C96 1.337
96 C -0.5801 4.4563 7.0973  O95 1.337, O97 1.202, O98 1.330
97 O -0.4175 5.5340 6.5902  C96 1.202
98 O -0.5743 4.1949 8.4019  C96 1.330, C99 1.431
99 C -0.2814 5.3279 9.2254  O98 1.431, H105 1.088, H106 1.089, H107 1.086
100 H 1.2317 2.6615 4.8375  C93 1.091
101 H 0.6171 3.4718 3.3808  C93 1.091
102 H 1.1183 4.4117 4.7910  C93 1.089
103 H -1.2649 2.4991 4.6550  C94 1.091
104 H -1.3904 4.2511 4.6963  C94 1.090
105 H -0.9361 6.1644 8.9911  C99 1.088
106 H 0.7617 5.6170 9.1053  C99 1.089
107 H -0.4488 5.0258 10.2554  C99 1.086
108 C -1.5240 -1.2950 4.8105  C109 1.515, H115 1.089, H116 1.093, H117 1.089
109 C -0.9195 -2.6838 4.8473  C108 1.515, O110 1.429, H118 1.091, H119 1.090
110 O -0.1112 -2.8680 6.0110  C109 1.429, C111 1.339
111 C -0.7884 -3.1080 7.1403  O110 1.339, O112 1.202, O113 1.329
112 O -1.9833 -3.1924 7.2394  C111 1.202
113 O 0.0912 -3.2202 8.1306  C111 1.329, C114 1.432
114 C -0.4990 -3.3956 9.4230  O113 1.432, H120 1.088, H121 1.089, H122 1.086
115 H -0.7470 -0.5382 4.9110  C108 1.089
116 H -2.0581 -1.1359 3.8707  C108 1.093
117 H -2.2239 -1.1467 5.6322  C108 1.089
118 H -0.2539 -2.8199 3.9941  C109 1.091
119 H -1.6864 -3.4567 4.7883  C109 1.090
120 H -1.2050 -4.2231 9.4239  C114 1.088
121 H -0.9911 -2.4760 9.7361  C114 1.089
122 H 0.3081 -3.6188 10.1148  C114 1.086
123 C -5.6936 -10.7514 2.2483  C124 1.514, H130 1.091, H131 1.090, H132 1.089
124 C -5.1977 -9.9376 1.0719  C123 1.514, O125 1.435, H133 1.089, H134 1.090
125 O -3.8177 -10.2123 0.7875  C124 1.435, C126 1.334
126 C -3.5885 -11.3468 0.1243  O125 1.334, O127 1.201, O128 1.336
127 O -4.4194 -12.1260 -0.2568  C126 1.201
128 O -2.2679 -11.4770 -0.0263  C126 1.336, C129 1.431
129 C -1.8721 -12.7035 -0.6476  O128 1.431, H135 1.088, H136 1.089, H137 1.087
130 H -5.0470 -10.6035 3.1145  C123 1.091
131 H -6.7110 -10.4625 2.5120  C123 1.090
132 H -5.6878 -11.8164 2.0187  C123 1.089
133 H -5.2491 -8.8760 1.3100  C124 1.089
134 H -5.8084 -10.1024 0.1841  C124 1.090
135 H -2.3982 -12.8568 -1.5874  C129 1.088
136 H -2.0496 -13.5389 0.0279  C129 1.089
137 H -0.8060 -12.6315 -0.8474  C129 1.087

Summary:
charge = +1
HOMO level = -11.2380 eV
molecular weight = 1069.55 g mol⁻¹
HOMO-LUMO gap = 6.26 eV

***

A cluster of 3 separate species, C18H27N4O7 in total, computed with ωB97M-V/def2-TZVPD.

Bonds (Å) are listed after each position.
Atoms and positions in Å:
1 N 1.9179 -0.4534 0.3836  C2 1.336, H16 1.004, H17 1.007
2 C 1.3096 0.5973 -0.1751  N1 1.336, N3 1.325, N15 1.358
3 N 1.1708 0.9086 -1.4553  C2 1.325, C4 1.343
4 C 0.4736 2.0566 -1.4257  N3 1.343, N5 1.305, H18 1.081
5 N 0.2274 2.4540 -0.2075  C4 1.305, C6 1.472, N15 1.355
6 C -0.5225 3.6524 0.2039  N5 1.472, C7 1.570, H19 1.088, H20 1.093
7 C -1.9355 3.5511 -0.4733  C6 1.570, O8 1.207, C9 1.517
8 O -2.4140 4.4814 -1.0745  C7 1.207
9 C -2.5914 2.1917 -0.3199  C7 1.517, C10 1.369, C14 1.382
10 C -2.7115 1.2982 -1.3501  C9 1.369, C11 1.377, H21 1.086
11 C -3.2850 0.0674 -1.1216  C10 1.377, C12 1.370, H22 1.083
12 C -3.7121 -0.2487 0.1408  C11 1.370, C13 1.371, H23 1.084
13 C -3.6097 0.6554 1.1661  C12 1.371, C14 1.371, H24 1.084
14 C -3.0423 1.8850 0.9502  C9 1.382, C13 1.371, H25 1.086
15 N 0.7499 1.5313 0.6355  C2 1.358, N5 1.355, H26 1.008
16 H 1.9533 -0.5879 1.3776  N1 1.004
17 H 2.4237 -1.0929 -0.2075  N1 1.007
18 H 0.1619 2.5748 -2.3213  C4 1.081
19 H 0.0017 4.5678 -0.0625  C6 1.088
20 H -0.6964 3.5466 1.2779  C6 1.093
21 H -2.3380 1.5862 -2.3285  C10 1.086
22 H -3.3597 -0.6311 -1.9459  C11 1.083
23 H -4.1343 -1.2329 0.3087  C12 1.084
24 H -3.9421 0.3971 2.1656  C13 1.084
25 H -2.9361 2.6075 1.7537  C14 1.086
26 H 0.6651 1.6061 1.6367  N15 1.008
27 C 7.1669 0.0161 -4.8246  C28 1.514, H34 1.091, H35 1.090, H36 1.090
28 C 6.4003 0.3516 -6.0862  C27 1.514, O29 1.437, H37 1.088, H38 1.090
29 O 5.0243 -0.0524 -5.9869  C28 1.437, C30 1.327
30 C 4.2391 0.7559 -5.2859  O29 1.327, O31 1.204, O32 1.338
31 O 4.5642 1.7831 -4.7487  C30 1.204
32 O 3.0115 0.2249 -5.2630  C30 1.338, C33 1.425
33 C 2.0828 0.9627 -4.4739  O32 1.425, H39 1.091, H40 1.083, H41 1.088
34 H 7.0526 -1.0407 -4.5785  C27 1.091
35 H 8.2262 0.2381 -4.9507  C27 1.090
36 H 6.7942 0.5891 -3.9754  C27 1.090
37 H 6.8147 -0.2000 -6.9278  C28 1.088
38 H 6.4678 1.4121 -6.3271  C28 1.090
39 H 2.0621 2.0116 -4.7717  C33 1.091
40 H 2.3330 0.8705 -3.4245  C33 1.083
41 H 1.0975 0.5319 -4.6415  C33 1.088
42 C -4.8524 -3.3630 6.5070  C43 1.514, H49 1.091, H50 1.090, H51 1.090
43 C -3.6352 -2.5149 6.8082  C42 1.514, O44 1.438, H52 1.088, H53 1.090
44 O -2.4412 -3.0967 6.2570  C43 1.438, C45 1.326
45 C -2.2571 -2.9100 4.9576  O44 1.326, O46 1.205, O47 1.337
46 O -2.9773 -2.2947 4.2123  C45 1.205
47 O -1.1333 -3.5421 4.6038  C45 1.337, C48 1.424
48 C -0.8539 -3.4989 3.2076  O47 1.424, H54 1.090, H55 1.089, H56 1.087
49 H -4.6918 -4.3906 6.8349  C42 1.091
50 H -5.7312 -2.9630 7.0121  C42 1.090
51 H -5.0551 -3.3930 5.4365  C42 1.090
52 H -3.4759 -2.4661 7.8836  C43 1.088
53 H -3.7591 -1.4926 6.4508  C43 1.090
54 H -0.8693 -2.4749 2.8341  C48 1.090
55 H -1.5709 -4.1106 2.6615  C48 1.089
56 H 0.1417 -3.9129 3.0678  C48 1.087

Summary:
charge = +1
HOMO level = -12.7572 eV
molecular weight = 411.44 g mol⁻¹
HOMO-LUMO gap = 9.50 eV
ΔE to the lowest compared entry with this formula, charge and spin = 0.0 kcal per mole

***

Question: Among the records above, which one has the lowest HOMO level?
Answer: C18H27N4O7

***

Question: Look up the charge of the second one.
Answer: +1